1.
This record from the Open Molecules 2025 dataset describes C6H8BrI in the gas phase in a non-equilibrium geometry. The level of theory is the ωB97M-V functional and the def2-TZVPD basis.

Last column: Mulliken charge in e.
Geometry (Å):
C: 0.767 1.497 -1.144  -0.879
C: 0.041 1.113 -0.147  0.754
C: -0.406 -0.275 0.136  -0.247
C: 0.377 -1.362 0.064  0.499
C: -0.496 2.152 0.864  -1.199
C: 0.026 -2.776 0.045  -1.340
Br: 2.248 -1.131 0.014  -0.157
I: -2.519 -0.616 0.156  0.072
H: 0.914 2.600 -1.266  0.218
H: 1.132 0.924 -2.000  0.332
H: -1.588 2.148 0.823  0.326
H: -0.128 1.990 1.932  0.234
H: -0.222 3.148 0.542  0.382
H: 0.981 -3.434 0.180  0.336
H: -0.832 -3.047 0.766  0.310
H: -0.296 -2.931 -0.964  0.361

Calculated values
gap between HOMO and LUMO	8.94	eV
relative energy (zero: lowest compared OMol25 entry of this formula, charge and spin)	0.00	kcal per mole
HOMO energy	-8.7450	eV
structure (SMILES)	C=C(C)/C(I)=C(/C)Br
charge	0
strongest force on any atom	0.0741	Eh/bohr

***

2.
This record from the Open Molecules 2025 dataset describes 15 unconnected molecules or ions with the total composition C45H117N21O15 in a non-equilibrium geometry. The level of theory is the ωB97M-V functional and the def2-TZVPD basis.

Last column: Mulliken charge in e.
Geometry (Å):
C: 3.264 -8.197 32.590  -1.297
C: 4.153 -7.374 33.527  1.954
C: 5.430 -8.167 33.782  -1.740
C: 6.273 -8.304 32.591  0.052
C: 6.686 -6.931 32.090  -1.125
C: 5.513 -6.026 31.815  2.000
N: 4.553 -6.094 32.929  0.364
O: 3.479 -5.190 32.686  -0.445
C: 6.044 -4.534 31.780  -2.068
C: 4.949 -6.387 30.450  -0.685
C: 3.487 -7.233 34.866  -2.051
H: 2.931 -9.085 33.089  0.490
H: 3.784 -8.513 31.684  -0.234
H: 2.441 -7.649 32.115  0.363
H: 6.046 -7.719 34.569  0.424
H: 5.245 -9.163 34.183  0.535
H: 5.888 -8.889 31.770  -0.223
H: 7.204 -8.763 32.933  0.473
H: 7.179 -6.976 31.167  -0.436
H: 7.332 -6.382 32.803  0.726
H: 5.235 -3.816 31.795  0.456
H: 6.710 -4.259 32.624  0.445
H: 6.658 -4.441 30.902  0.375
H: 5.136 -7.446 30.302  -0.176
H: 3.945 -6.136 30.258  -0.089
H: 5.498 -5.791 29.688  0.336
H: 2.520 -6.768 34.903  0.377
H: 4.132 -6.679 35.576  0.470
H: 3.433 -8.250 35.312  0.362
H: 3.590 -4.525 33.379  0.347
C: 5.247 -4.899 26.073  -2.152
C: 4.506 -6.084 25.407  2.802
C: 4.463 -7.266 26.372  -0.108
C: 3.664 -8.412 25.800  0.926
C: 2.211 -7.957 25.401  0.208
C: 2.118 -6.727 24.549  0.978
N: 3.056 -5.710 25.211  1.340
O: 3.005 -4.577 24.459  -0.654
C: 2.346 -6.904 23.041  -1.368
C: 0.651 -6.219 24.597  -2.139
C: 5.303 -6.471 24.125  -0.951
H: 5.322 -3.969 25.448  0.263
H: 6.290 -5.197 26.316  0.251
H: 4.784 -4.657 26.988  0.214
H: 5.494 -7.654 26.570  -0.965
H: 4.001 -6.896 27.288  -0.009
H: 3.661 -9.191 26.575  -1.209
H: 4.132 -8.914 24.942  0.444
H: 1.623 -7.866 26.324  -0.970
H: 1.774 -8.727 24.694  0.580
H: 3.315 -7.379 22.726  0.052
H: 1.577 -7.480 22.546  0.474
H: 2.384 -5.950 22.530  0.587
H: -0.027 -6.956 24.156  0.272
H: 0.210 -6.146 25.618  0.129
H: 0.594 -5.287 24.054  0.517
H: 5.086 -5.678 23.349  -0.715
H: 5.066 -7.470 23.707  0.160
H: 6.400 -6.445 24.277  0.499
H: 3.302 -4.720 23.552  0.251
C: 9.079 -6.401 19.080  -1.883
C: 7.925 -5.519 18.820  1.462
C: 6.685 -6.441 18.624  -1.123
C: 5.423 -5.678 18.607  -0.919
C: 5.305 -4.937 19.996  -0.868
C: 6.459 -3.932 20.277  1.844
N: 7.685 -4.737 20.087  1.084
O: 8.767 -3.784 20.216  -0.664
C: 6.378 -2.652 19.320  -1.607
C: 6.396 -3.460 21.740  -1.624
C: 8.176 -4.714 17.518  -1.764
H: 9.931 -5.803 19.378  0.407
H: 9.336 -6.889 18.146  0.504
H: 8.874 -7.182 19.860  0.231
H: 6.985 -7.171 17.828  0.498
H: 6.670 -7.039 19.550  0.200
H: 4.644 -6.424 18.470  0.460
H: 5.355 -5.064 17.676  0.352
H: 5.270 -5.641 20.837  -0.091
H: 4.308 -4.396 20.163  0.367
H: 7.283 -2.253 18.895  0.281
H: 5.721 -2.935 18.448  0.336
H: 5.848 -1.815 19.853  0.373
H: 5.339 -3.172 21.917  0.406
H: 6.651 -4.327 22.374  0.065
H: 7.158 -2.641 21.845  0.441
H: 8.145 -5.385 16.629  0.410
H: 9.224 -4.391 17.471  0.380
H: 7.554 -3.881 17.179  0.324
H: 9.155 -4.036 21.007  0.242
C: 9.402 -6.837 22.962  0.464
O: 10.041 -5.868 22.601  -0.473
N: 9.864 -7.747 23.855  -0.108
N: 8.206 -7.173 22.381  0.221
H: 10.702 -7.706 24.431  0.268
H: 9.288 -8.543 24.152  -0.022
H: 7.785 -6.536 21.756  -0.279
H: 7.658 -7.977 22.780  -0.043
C: 2.156 -10.354 30.025  -0.279
O: 2.474 -9.544 29.141  0.962
N: 0.870 -10.417 30.508  -0.391
N: 3.001 -11.313 30.458  -0.289
H: 0.725 -10.660 31.476  0.259
H: 0.317 -9.693 30.126  0.039
H: 2.653 -12.137 30.880  0.235
H: 3.793 -11.490 29.823  -0.038
C: 3.160 -13.081 26.212  0.538
O: 2.675 -13.385 25.116  -0.701
N: 3.126 -11.866 26.753  0.282
N: 3.717 -14.139 27.012  -0.575
H: 3.491 -11.749 27.702  -0.095
H: 2.442 -11.175 26.449  -0.105
H: 4.510 -13.885 27.586  0.272
H: 4.154 -14.839 26.402  0.294
C: -0.570 -9.635 22.231  0.683
O: -0.043 -8.865 21.460  -0.724
N: 0.071 -10.687 22.822  -0.351
N: -1.819 -9.459 22.678  -0.404
H: 1.015 -10.913 22.517  0.187
H: -0.349 -11.088 23.625  0.229
H: -2.169 -10.046 23.466  0.243
H: -2.198 -8.728 22.119  0.227
C: -1.122 -10.383 26.670  0.346
O: -1.311 -10.779 25.520  -0.740
N: -0.044 -9.667 27.075  0.217
N: -1.836 -10.828 27.740  -0.394
H: -0.151 -8.958 27.820  0.135
H: 0.451 -9.198 26.256  0.111
H: -1.880 -10.248 28.589  0.192
H: -2.686 -11.374 27.562  0.287
C: -0.460 -7.119 29.831  0.428
O: -1.033 -8.191 29.663  -0.700
N: 0.868 -6.886 29.607  0.793
N: -1.040 -5.978 30.347  -0.447
H: 1.258 -5.996 29.981  0.066
H: 1.384 -7.707 29.175  -0.879
H: -2.036 -6.080 30.296  0.266
H: -0.539 -5.119 30.290  0.250
C: 8.899 -7.052 28.404  0.183
O: 8.278 -8.001 28.927  -0.526
N: 9.653 -6.156 29.117  -0.407
N: 8.868 -6.918 27.045  0.290
H: 9.621 -6.260 30.158  0.347
H: 9.390 -5.186 28.859  0.139
H: 9.297 -6.156 26.590  0.136
H: 8.008 -7.192 26.564  -0.202
C: 0.877 -3.740 28.273  0.651
O: 0.745 -3.809 29.511  -0.842
N: -0.139 -3.138 27.567  -0.426
N: 1.875 -4.342 27.551  0.141
H: -0.098 -3.067 26.523  0.176
H: -0.652 -2.382 28.061  0.267
H: 2.744 -4.611 28.002  -0.132
H: 1.966 -4.040 26.604  0.041
C: 6.200 -10.854 28.851  -0.018
O: 5.430 -11.840 28.853  -0.800
N: 7.526 -10.943 29.084  -0.254
N: 5.755 -9.590 28.751  2.256
H: 7.841 -11.807 29.523  0.285
H: 8.001 -10.096 29.322  0.139
H: 4.818 -9.474 28.337  -1.237
H: 6.281 -8.752 28.649  -0.403
C: 9.536 -0.782 28.297  -1.130
C: 9.159 -1.642 29.446  0.333
C: 8.040 -1.082 30.315  -1.335
O: 8.819 -2.983 29.014  -0.345
H: 10.434 -1.215 27.820  0.149
H: 9.859 0.170 28.753  0.377
H: 8.594 -0.639 27.643  0.310
H: 10.094 -1.738 30.052  0.291
H: 7.068 -1.044 29.866  0.377
H: 8.267 -0.076 30.640  0.432
H: 8.041 -1.716 31.181  0.275
H: 7.959 -2.895 28.481  0.212
C: 6.563 -11.149 25.685  -0.943
C: 7.819 -10.601 25.090  0.685
C: 8.945 -11.646 24.791  -1.257
O: 7.453 -9.883 23.972  -0.281
H: 6.011 -10.273 25.994  -0.261
H: 6.744 -11.859 26.476  0.416
H: 6.015 -11.697 24.922  0.578
H: 8.179 -9.855 25.823  -0.127
H: 8.813 -12.144 23.818  0.325
H: 8.850 -12.484 25.556  0.351
H: 9.980 -11.216 24.718  0.306
H: 7.401 -10.496 23.251  0.266
C: 12.180 -4.176 26.504  -0.730
C: 11.778 -4.280 24.993  0.626
C: 12.712 -5.247 24.296  -1.471
O: 10.393 -4.764 25.089  -0.397
H: 11.807 -3.244 26.997  -0.091
H: 13.256 -4.272 26.581  0.386
H: 11.657 -5.037 26.967  0.179
H: 11.697 -3.313 24.540  0.317
H: 12.257 -5.497 23.370  0.317
H: 12.846 -6.127 24.860  0.326
H: 13.646 -4.746 24.015  0.431
H: 9.946 -4.858 24.220  0.030

Calculated values
gap between HOMO and LUMO	8.47	eV
HOMO energy	-8.2817	eV
charge	0
strongest force on any atom	0.0758	Eh/bohr

***

3.
This record from the Open Molecules 2025 dataset describes 2 unconnected molecules or ions with the total composition C3H9NS2. The level of theory is the ωB97M-V functional and the def2-TZVPD basis.

Last column: Mulliken charge in e.
Geometry (Å):
C: 1.676 -2.079 1.059  -0.766
S: 2.389 -0.477 1.571  -0.035
S: 0.699 0.560 2.171  -0.195
H: 0.851 -2.302 1.728  0.282
H: 2.457 -2.828 1.208  0.302
H: 1.332 -1.997 0.037  0.273
H: -0.153 0.363 1.146  0.127
C: -1.413 0.086 -1.719  -0.714
C: -1.549 1.184 -0.975  -0.097
N: -0.697 2.279 -0.891  -0.515
H: -0.556 -0.144 -2.336  0.254
H: -2.143 -0.691 -1.563  0.243
H: -2.416 1.257 -0.327  0.302
H: 0.259 2.030 -1.104  0.254
H: -0.737 2.759 -0.006  0.285

Calculated values
gap between HOMO and LUMO	9.02	eV
relative energy (zero: lowest compared OMol25 entry of this formula, charge and spin)	21.84	kcal per mole
HOMO energy	-8.5722	eV
structure (SMILES)	C=CN.CSS
charge	0
strongest force on any atom	0.0166	Eh/bohr

***

4.
This record from the Open Molecules 2025 dataset describes a molecular structure, C20H28Cl2N7O2Rb. The level of theory is the ωB97M-V functional and the def2-TZVPD basis.

Last column: Mulliken charge in e.
Geometry (Å):
Rb: -0.357 -0.283 0.100  0.792
N: 0.321 2.671 -0.519  -0.392
C: 1.730 3.022 -0.705  -1.040
C: 2.635 2.158 0.163  -0.733
N: 2.643 0.741 -0.181  0.778
C: 3.091 0.513 -1.558  -1.063
C: 1.949 0.231 -2.528  -0.713
N: 1.378 -1.089 -2.267  -0.430
C: 3.459 -0.031 0.754  -0.510
C: 3.068 0.060 2.220  -1.130
N: 1.668 -0.305 2.426  -0.226
H: -0.255 3.119 -1.222  0.206
H: -0.006 3.020 0.376  0.225
H: 1.944 4.070 -0.458  0.470
H: 1.980 2.903 -1.760  0.384
H: 2.291 2.256 1.195  0.319
H: 3.658 2.576 0.124  0.287
H: 3.766 -0.348 -1.576  0.581
H: 3.687 1.364 -1.917  0.356
H: 2.316 0.343 -3.557  0.348
H: 1.156 0.965 -2.383  0.293
H: 1.991 -1.819 -2.612  0.202
H: 0.496 -1.200 -2.756  0.242
H: 4.527 0.246 0.674  0.351
H: 3.384 -1.077 0.442  0.199
H: 3.227 1.071 2.600  0.464
H: 3.771 -0.582 2.768  0.428
H: 1.449 -0.246 3.414  0.211
H: 1.518 -1.279 2.162  0.103
Cl: -5.319 -2.193 -1.645  -0.198
C: -4.909 -0.756 -0.674  0.051
Cl: -5.521 0.712 -1.461  -0.194
C: -3.373 -0.689 -0.465  0.685
O: -2.659 -0.466 -1.452  -0.735
O: -3.018 -0.884 0.722  -0.748
H: -5.420 -0.856 0.274  0.275
N: -1.202 -7.683 -0.177  -0.026
C: -0.957 -9.023 -0.390  0.672
C: -1.777 -10.080 -0.773  -0.998
C: -1.176 -11.318 -0.882  -0.406
C: 0.192 -11.500 -0.619  -0.495
C: 0.999 -10.447 -0.241  -0.743
C: 0.410 -9.187 -0.130  0.624
N: 0.976 -7.973 0.216  -0.664
C: -0.007 -7.116 0.184  0.139
C: 0.145 -5.691 0.495  0.910
C: -0.933 -4.850 0.741  -0.863
C: -0.693 -3.515 1.027  -0.712
N: 0.533 -2.991 1.077  -0.268
C: 1.561 -3.807 0.841  -0.237
C: 1.427 -5.150 0.549  -0.719
H: -2.067 -7.200 -0.341  0.199
H: -2.831 -9.945 -0.975  0.381
H: -1.773 -12.171 -1.177  0.375
H: 0.616 -12.490 -0.717  0.376
H: 2.052 -10.579 -0.038  0.433
H: -1.955 -5.206 0.732  0.361
H: -1.527 -2.840 1.207  0.689
H: 2.548 -3.358 0.884  0.341
H: 2.283 -5.782 0.367  0.493

Calculated values
gap between HOMO and LUMO	8.47	eV
relative energy (zero: lowest compared OMol25 entry of this formula, charge and spin)	5.09	kcal per mole
HOMO energy	-8.6149	eV
charge	0
strongest force on any atom	0.0056	Eh/bohr